Here is a structure of composition C39H64IN3OPS3V in a non-equilibrium geometry from the Open Molecules 2025 dataset. Energies are from wB97M-V/def2-TZVPD.

Values from the calculation:
Max |F| = 2.148 eV/Å
Spin multiplicity = 4
Gap between HOMO and LUMO (alpha / beta) = 7.6 / 8.2 eV
Charge = +1
Energy = -4541.492382 a.u.

Cartesian coordinates (Å):
V (1.62438, -0.94064, 0.05284)
I (2.79221, 0.91849, 1.73454)
C (2.04778, -0.31470, 3.32882)
C (2.41084, 0.01347, 4.60573)
C (1.85345, -0.69433, 5.67844)
C (0.90960, -1.65447, 5.44353)
C (0.51314, -1.98412, 4.13144)
C (-0.52906, -2.90374, 3.89536)
C (-0.98423, -3.11332, 2.62202)
C (-0.34905, -2.50084, 1.53353)
C (0.74624, -1.66914, 1.68110)
C (1.12747, -1.33454, 3.01406)
H (3.11186, 0.81248, 4.78782)
H (2.16207, -0.45246, 6.68332)
H (0.43269, -2.16456, 6.26656)
H (-0.99151, -3.40133, 4.73476)
H (-1.83283, -3.75987, 2.45173)
H (-0.75287, -2.68132, 0.54099)
C (0.83248, -5.26561, 0.11130)
C (0.73442, -4.64316, -1.27236)
S (1.04939, -2.83440, -1.50119)
C (2.69951, -2.90051, -2.27126)
C (3.77324, -3.28425, -1.28018)
S (3.72449, -2.14162, 0.15670)
C (3.97096, -3.31038, 1.54302)
C (2.79175, -4.19614, 1.89426)
S (2.51739, -5.60248, 0.74394)
H (0.36016, -6.24940, 0.06309)
H (0.31906, -4.66942, 0.86227)
H (-0.28943, -4.77781, -1.62594)
H (1.40882, -5.13993, -1.96802)
H (2.86693, -1.88359, -2.63633)
H (2.65155, -3.60189, -3.10616)
H (4.75717, -3.20422, -1.74559)
H (3.63542, -4.29640, -0.89857)
H (4.20206, -2.66530, 2.39597)
H (4.84877, -3.90853, 1.29815)
H (1.87162, -3.61519, 1.92511)
H (2.96795, -4.63682, 2.87687)
O (-0.29847, 0.49372, 0.23258)
P (-1.62146, 1.18959, 0.26299)
C (-1.32038, 3.01524, 0.55347)
C (0.06103, 3.48715, 0.09802)
C (0.10430, 3.82923, -1.38643)
C (-0.94618, 4.87741, -1.73769)
C (-2.33793, 4.38873, -1.35076)
C (-2.39463, 4.01712, 0.12983)
C (-2.47575, 0.77921, -1.36241)
C (-3.95538, 1.09812, -1.59219)
C (-4.92196, 0.01202, -1.12582)
C (-4.56155, -1.34141, -1.72045)
C (-3.14688, -1.71378, -1.30343)
C (-2.15151, -0.66143, -1.78127)
C (-2.67013, 0.55475, 1.67395)
C (-3.92902, 1.35060, 2.02849)
C (-3.73620, 2.41618, 3.10904)
C (-3.02454, 1.85840, 4.33633)
C (-1.66470, 1.30680, 3.92718)
C (-1.83844, 0.19325, 2.90325)
H (-1.28761, 2.99615, 1.65043)
H (0.80516, 2.71856, 0.32097)
H (0.32362, 4.37786, 0.67694)
H (-0.07474, 2.91384, -1.95348)
H (1.09704, 4.20582, -1.64878)
H (-0.90873, 5.10464, -2.80666)
H (-0.72510, 5.79827, -1.19326)
H (-2.61074, 3.53237, -1.96830)
H (-3.06836, 5.17733, -1.54420)
H (-3.38953, 3.64514, 0.37700)
H (-2.23285, 4.92734, 0.71662)
H (-1.89003, 1.43572, -2.02260)
H (-4.08796, 1.22262, -2.67201)
H (-4.22155, 2.04604, -1.12493)
H (-5.92734, 0.29879, -1.43595)
H (-4.91556, -0.06698, -0.04030)
H (-4.62295, -1.29426, -2.80912)
H (-5.26666, -2.09858, -1.37725)
H (-2.86051, -2.67358, -1.74021)
H (-3.09975, -1.82139, -0.21823)
H (-2.13153, -0.70046, -2.87447)
H (-1.15841, -0.92883, -1.40844)
H (-2.99609, -0.40275, 1.24762)
H (-4.67947, 0.64471, 2.39818)
H (-4.33408, 1.82030, 1.13116)
H (-4.71924, 2.79916, 3.39200)
H (-3.16146, 3.26067, 2.72897)
H (-3.62659, 1.06553, 4.78587)
H (-2.89927, 2.64617, 5.08104)
H (-1.14025, 0.90358, 4.79750)
H (-1.04352, 2.10871, 3.51948)
H (-2.31977, -0.65182, 3.40413)
H (-0.86177, -0.13548, 2.55485)
C (0.69617, 0.36082, -3.07104)
N (1.91388, 0.88213, -3.63835)
C (1.91609, 0.98234, -5.08256)
C (3.05676, 0.81262, -2.89995)
N (3.06425, 0.15555, -1.78507)
N (4.15866, 1.43758, -3.44460)
C (4.07653, 2.78569, -3.96464)
C (5.48766, 1.03330, -3.05336)
H (-0.14910, 0.81889, -3.58418)
H (0.66102, 0.60837, -2.00767)
H (0.62337, -0.72921, -3.18611)
H (1.35436, 0.14432, -5.50612)
H (2.92936, 0.94270, -5.47418)
H (1.43486, 1.91091, -5.40101)
H (3.94405, 0.28214, -1.28741)
H (3.05538, 3.14978, -3.91625)
H (4.42504, 2.82257, -4.99831)
H (4.70561, 3.45163, -3.36786)
H (5.52116, -0.04964, -2.94145)
H (5.83692, 1.50391, -2.12505)
H (6.16740, 1.31949, -3.85574)

Forces on atoms 1 to 6 (eV/Å):
V -0.16 1.46 -1.57
I -0.12 -0.25 0.76
C 0.36 0.45 0.02
C 0.18 0.13 -0.49
C -0.21 -0.23 0.12
C 0.15 0.09 0.17